No. 1
Molecular formula: C5H10N4O
Method: DFT, wB97M-V/def2-TZVPD

Geometry as XYZ:
```
20
Properties=species:S:1:pos:R:3:nbo_charge:R:1
C 2.86605 -0.86439 -0.61190 -0.0937
C 3.01813 -0.79895 0.80494 -0.1391
C -0.42720 2.08391 0.42880 -0.4566
C -1.18072 -0.11508 -0.42924 -0.2771
C -1.36147 -1.55831 -0.06309 -0.0671
N 1.65150 -0.44000 -0.92226 -0.2954
N 1.84555 -0.32790 1.27266 -0.2331
N 1.19461 -0.08203 0.24465 0.1170
N -0.45046 0.69998 0.47419 -0.1921
O -1.80789 -1.64964 1.23636 -0.7255
H 3.46614 -1.26928 -1.41272 0.2162
H 3.82073 -1.27936 1.27904 0.2158
H -1.34248 2.63712 0.48183 0.2464
H 0.09947 2.33686 1.36895 0.2267
H 0.05261 2.48591 -0.51957 0.1895
H -0.65519 -0.10010 -1.45601 0.2044
H -2.16516 0.43100 -0.44460 0.2158
H -0.34008 -1.95919 -0.14548 0.1626
H -2.02220 -2.09528 -0.77293 0.1950
H -1.10359 -1.27575 1.90864 0.4902
```

Calculated values
HOMO-LUMO gap   0.3596 Ha
Energy relative to the best compared isomer or geometry (same formula, charge and spin)   116.6 kcal/mol
Energy   -13350.356 eV
Strongest force on any atom   6.26 eV Å⁻¹
Highest occupied orbital energy   -9.525 eV

No. 2
Molecular formula: C5H10N4O
Method: DFT, wB97M-V/def2-TZVPD

Geometry as XYZ:
```
20
Properties=species:S:1:pos:R:3:nbo_charge:R:1
C 0.61646 1.07367 -1.81420 -0.6321
C -0.25459 0.57511 1.39843 0.6037
C -0.99722 -0.54093 0.85190 0.0188
C -0.36193 -0.78183 -0.37838 0.0740
C 0.79053 0.11929 -0.64068 0.3980
N -0.47901 1.11736 2.60889 -0.7749
N -0.72462 -1.81034 -1.22411 -0.7983
N 2.02476 -0.54124 -0.69407 -0.8128
N -2.05303 -1.18168 1.30024 -0.9219
O 0.73440 1.04493 0.66566 -0.5089
H -1.27336 0.77841 3.12918 0.4154
H -0.02614 1.98000 2.85886 0.4108
H -1.63211 -2.17654 -0.96014 0.4133
H -0.59239 -1.65894 -2.21400 0.3768
H 2.82208 0.08090 -0.73491 0.3734
H 2.13241 -1.24288 0.02572 0.3878
H -2.45677 -0.73611 2.12256 0.3066
H 1.42956 1.79653 -1.83596 0.2168
H 0.62997 0.50308 -2.74034 0.2231
H -0.32900 1.60122 -1.72463 0.2304
```

Calculated values
HOMO-LUMO gap   0.2385 Ha
Energy relative to the best compared isomer or geometry (same formula, charge and spin)   35.4 kcal/mol
Energy   -13353.879 eV
Strongest force on any atom   1.38 eV Å⁻¹
Highest occupied orbital energy   -5.824 eV

No. 3
Molecular formula: C5H10N4O
Method: DFT, wB97M-V/def2-TZVPD

Geometry as XYZ:
```
20
Properties=species:S:1:pos:R:3:nbo_charge:R:1
O 2.49955 -1.86910 -2.27853 -0.6587
N -0.76889 -0.54238 -1.49397 -0.2610
C 1.48686 -1.34526 -1.71842 0.7122
C -0.06013 -0.34438 -0.45331 0.3873
N 0.26377 -1.12072 -2.37443 -0.4804
N 2.17889 -0.75425 0.69907 -0.6236
N 1.23242 -0.92939 -0.42683 -0.3011
C -2.20464 0.20651 0.96553 -0.6101
C -0.52145 1.99712 0.88036 -0.5936
C -0.64486 0.43846 0.76075 -0.2579
H 0.24027 -1.14976 -3.36516 0.4162
H 3.05617 -0.35647 0.18673 0.3792
H 2.46544 -1.65772 1.08372 0.3751
H -2.46846 0.64955 1.89258 0.2118
H -2.77059 0.51141 0.04832 0.2281
H -2.48898 -0.83754 1.17080 0.2135
H -1.20304 2.44767 0.14072 0.2108
H -0.83691 2.27872 1.92285 0.2140
H 0.48442 2.33866 0.75569 0.2106
H 0.06015 0.03887 1.60352 0.2277
```

Calculated values
HOMO-LUMO gap   0.3590 Ha
Energy relative to the best compared isomer or geometry (same formula, charge and spin)   48.2 kcal/mol
Energy   -13353.324 eV
Strongest force on any atom   3.87 eV Å⁻¹
Structure (SMILES)   CC(C)c1n[nH]c(=O)n1N
Highest occupied orbital energy   -9.073 eV

No. 4
Molecular formula: C5H10N4O
Method: DFT, wB97M-V/def2-TZVPD

Geometry as XYZ:
```
20
Properties=species:S:1:pos:R:3:nbo_charge:R:1
C -3.18492 0.03341 0.08788 0.0237
C -2.50476 -1.05270 0.04494 0.4016
C -3.37390 1.44931 0.09297 -0.6566
C 2.39892 -1.90105 -0.20238 -0.4449
C 2.23986 0.58616 0.01516 -0.4042
N -0.16837 -1.89155 -0.10764 -0.0099
N -3.88462 -1.25345 -0.10719 -0.5982
N 0.36100 -0.78542 0.08360 -0.0163
N 1.62408 -0.74556 0.08069 -0.1996
O -1.57412 -1.97902 -0.00234 -0.3498
H -4.33881 1.80762 -0.45239 0.2301
H -2.48559 1.95636 -0.05371 0.2338
H -3.70563 1.78272 1.09088 0.2155
H 1.87916 -2.47568 -0.93528 0.2312
H 3.36121 -1.53207 -0.65029 0.2012
H 2.65576 -2.49349 0.65752 0.2139
H 1.51117 1.41175 0.16653 0.2348
H 3.01030 0.70190 0.78576 0.1967
H 2.84434 0.67086 -0.84196 0.1957
H -4.20764 -1.49120 0.79131 0.3014
```

Calculated values
HOMO-LUMO gap   0.2864 Ha
Energy relative to the best compared isomer or geometry (same formula, charge and spin)   187.3 kcal/mol
Energy   -13347.291 eV
Strongest force on any atom   4.51 eV Å⁻¹
Structure (SMILES)   CC1=C(O/N=N/N(C)C)N1
Highest occupied orbital energy   -7.068 eV

No. 5
Molecular formula: C5H10N4O2
Method: DFT, wB97M-V/def2-TZVPD

Geometry as XYZ:
```
21
Properties=species:S:1:pos:R:3:nbo_charge:R:1
C 1.88483 -0.17941 0.18836 -0.6395
C 0.86273 0.79721 -0.31850 -0.0612
C -0.07380 0.38826 -1.41243 -0.2853
C -1.64656 -0.81025 0.18970 -0.2477
C -0.95745 -0.17449 1.37550 -0.2411
H 2.52490 0.11862 0.94233 0.2261
H 2.61116 -0.62732 -0.53158 0.2449
H 1.37652 -1.01704 0.68918 0.2029
H 1.27231 1.79436 -0.29005 0.2520
H 0.34469 0.19289 -2.38600 0.2474
H -0.71600 1.26963 -1.53852 0.2344
H -1.74738 -1.86461 0.39012 0.2332
H -2.60005 -0.43683 -0.16056 0.2174
H -0.21048 -0.81370 1.75233 0.2028
H -1.56353 0.14054 2.20454 0.2410
N -0.67693 -0.86564 -0.85072 -0.2259
N -0.17394 0.93988 0.88676 -0.2560
N -0.89219 2.08459 1.11281 0.2289
N -0.06415 -2.02146 -1.07326 0.2319
O -0.45780 3.11228 0.62920 -0.3993
O 0.90312 -2.02751 -1.79919 -0.4071
```

Calculated values
HOMO-LUMO gap   0.3733 Ha
Energy relative to the best compared isomer or geometry (same formula, charge and spin)   111.2 kcal/mol
Energy   -15397.224 eV
Strongest force on any atom   3.35 eV Å⁻¹
Structure (SMILES)   C[C@H]1CN(N=O)CCN1N=O
Highest occupied orbital energy   -9.320 eV

No. 6
Molecular formula: C5H10N6O4
Method: DFT, wB97M-V/def2-TZVPD

Geometry as XYZ:
```
25
Properties=species:S:1:pos:R:3:nbo_charge:R:1
C -0.38395 0.05460 1.88685 0.4711
C 0.49443 1.07457 -0.33806 0.0877
C -0.00799 -0.20075 -0.89367 0.3337
C -1.07062 1.03632 2.60672 -0.7420
C 0.16704 -2.81885 -0.18507 -0.4193
N -0.19242 -1.00973 1.36600 -0.1168
N 0.20063 -1.39435 0.22306 -0.2371
N 1.83352 1.10038 0.03184 -0.8659
N -1.18426 -0.21190 -1.56658 -0.8633
N -0.34505 2.17719 -0.14645 0.4561
N 1.07830 -0.67702 -1.89905 0.5112
O -1.56061 2.10058 -0.43784 -0.5339
O 2.22226 -0.90255 -1.56204 -0.3952
O 0.13987 3.16855 0.35760 -0.4805
O 0.67258 -0.72412 -3.03565 -0.3655
H -1.13091 1.96302 2.14414 0.2983
H -0.56585 1.30856 3.46665 0.2600
H -2.17557 0.66453 2.78788 0.2647
H 1.05284 -3.39044 -0.44592 0.2249
H -0.23938 -3.19842 0.73531 0.2231
H -0.56673 -2.73554 -1.03486 0.2081
H 1.98102 2.04313 0.32166 0.4074
H 2.51529 0.55006 -0.58554 0.4220
H -1.34374 -0.67874 -2.41446 0.4181
H -1.59068 0.70092 -1.38254 0.4333
```

Calculated values
HOMO-LUMO gap (alpha / beta)   0.2516 / 0.2517 Ha
Energy relative to the best compared isomer or geometry (same formula, charge and spin)   71.2 kcal/mol
Energy   -22467.017 eV
Strongest force on any atom   4.06 eV Å⁻¹
Highest occupied orbital energy (alpha / beta)   -7.343 / -7.343 eV

No. 7
Molecular formula: C5H10NO
Method: DFT, wB97M-V/def2-TZVPD

Geometry as XYZ:
```
17
Properties=species:S:1:pos:R:3:nbo_charge:R:1
C 1.21568 -2.31047 0.77296 0.0172
O 2.03450 -2.67575 1.75809 -0.9499
C 0.98018 -0.74980 0.70998 -0.4494
C -0.24615 -0.29054 -0.05785 -0.4011
C -0.53099 1.19071 0.16180 -0.2446
C -1.62294 2.31486 -1.57709 -0.0914
N -1.71972 1.58919 -0.56209 -0.3676
H 1.69711 -2.50284 -0.23836 0.0486
H 0.19366 -2.77070 0.74843 0.0571
H 1.91862 -0.27622 0.40727 0.1761
H 0.88233 -0.47913 1.76848 0.1846
H -1.08874 -0.91721 0.25114 0.1996
H -0.13794 -0.46921 -1.13299 0.1810
H 0.36718 1.72029 -0.13771 0.1585
H -0.72171 1.38571 1.21833 0.1953
H -2.53594 2.49295 -2.14710 0.1549
H -0.68515 2.74818 -1.94327 0.1310
```

Calculated values
HOMO-LUMO gap   0.2036 Ha
Energy relative to the best compared isomer or geometry (same formula, charge and spin)   17.3 kcal/mol
Energy   -8883.366 eV
Strongest force on any atom   1.52 eV Å⁻¹
Structure (SMILES)   C=NCCCC[O-]
Total charge   -1
Highest occupied orbital energy   -2.112 eV

No. 8
Molecular formula: C5H10NO
Method: DFT, wB97M-V/def2-TZVPD

Geometry as XYZ:
```
17
Properties=species:S:1:pos:R:3:nbo_charge:R:1
C 0.64653 -1.95473 -1.21943 0.0225
O 1.10227 -2.63571 -2.24882 -0.9327
C 1.23550 -0.49394 -1.02251 -0.4335
C 1.05890 0.15742 0.35512 -0.4194
C -0.41949 0.28821 0.68855 -0.2154
C -0.94019 1.44395 1.07277 -0.0518
N -2.28810 1.81972 1.46724 -0.8333
H 0.88737 -2.41472 -0.19754 0.0273
H -0.46668 -1.81256 -1.18687 0.0564
H 0.75802 0.16570 -1.77437 0.1653
H 2.27996 -0.39707 -1.34164 0.1859
H 1.48848 -0.44562 1.15964 0.1943
H 1.47804 1.16658 0.37973 0.1817
H -0.95589 -0.64245 0.86834 0.1951
H -0.39370 2.35596 0.82709 0.1552
H -2.84628 0.96387 1.43555 0.3505
H -2.62474 2.43539 0.73712 0.3517
```

Calculated values
HOMO-LUMO gap   0.2152 Ha
Energy relative to the best compared isomer or geometry (same formula, charge and spin)   18.5 kcal/mol
Energy   -8883.316 eV
Strongest force on any atom   1.95 eV Å⁻¹
Structure (SMILES)   N/C=C/CCC[O-]
Total charge   -1
Highest occupied orbital energy   -2.208 eV